C5H5NO2 | ωB97M-V/def2-TZVPD

Last column: Mulliken charge in e.
Geometry (Å):
1 C -1.937 -0.066 -0.122  -0.16
2 C -1.200 1.099 0.100  -0.61
3 C 0.139 0.564 0.333  0.47
4 O 1.355 1.139 -0.290  -0.30
5 N 2.387 0.069 -0.090  -0.23
6 C 1.787 -0.987 -0.008  -0.12
7 C 0.149 -0.792 -0.268  -0.36
8 O -1.113 -1.229 0.004  -0.44
9 H -3.011 -0.269 -0.345  0.38
10 H -1.412 2.269 -0.173  0.26
11 H 0.460 0.497 1.421  0.28
12 H 2.389 -1.885 0.694  0.28
13 H 0.006 -0.408 -1.254  0.55

Calculated values
- highest occupied orbital energy (Eh) = -0.3407
- SMILES = C1=C[C@@H]2ON=C[C@H]2O1
- max |F| (eV/A) = 7.73
- relative energy (zero: lowest compared OMol25 entry of this formula, charge and spin) (kcal per mole) = 162.6
- frontier orbital gap (eV) = 10.156